[1]
The following is a quantum chemistry calculation of the ion C7H12NOS with charge +1 at a distorted geometry, from the Open Molecules 2025 dataset.

Values from the calculation:
**E_HOMO**: -12.68 eV
**Charge**: +1
**LUMO**: -4.51 eV
**2S+1**: 1
**Relative energy (zero: lowest compared OMol25 entry of this formula, charge and spin)**: 298.0 kJ/mol
**SMILES**: CCCSC[n+]1ccco1
**Frontier orbital gap**: 8.17 eV

The geometry in XYZ format:
```
22
C7H12NOS, DFT the ωB97M-V functional and the def2-TZVPD basis
S -1.51110 -0.34025 0.53890
O -2.12694 -1.63145 -2.80898
N -1.29944 -0.84566 -2.12939
C -0.77835 -1.29321 -0.87709
C 1.32924 0.24421 3.40697
C 0.79815 -0.41569 2.04400
C -2.40210 -1.02996 -3.97209
C -1.65334 0.10478 -4.03930
C -0.15292 0.56523 1.43803
C -1.06238 0.26574 -2.77205
H -0.23964 0.91872 -2.49516
H 1.74763 -0.74568 1.54159
H 0.21914 -1.03003 -0.90917
H -1.72557 0.88693 -4.88163
H -2.94408 -1.64121 -4.60165
H -0.95197 -2.40609 -0.72423
H 1.39822 -0.50589 4.18199
H 0.23510 1.27221 0.78169
H 0.35028 -1.43375 2.39460
H 2.25314 0.68784 3.30538
H 0.55298 0.91372 3.74365
H -0.75610 0.89934 2.33196
```

[2]
The following is a quantum chemistry calculation of the molecule C7H12NP at a distorted geometry, from the Open Molecules 2025 dataset.

Values from the calculation:
**E_HOMO**: -9.14 eV
**LUMO**: 0.79 eV
**2S+1**: 1
**Relative energy (zero: lowest compared OMol25 entry of this formula, charge and spin)**: 242.5 kJ/mol
**SMILES**: [H]/N=C(/C)[C@@H](P)[C@H](C)C#C
**Frontier orbital gap**: 9.93 eV

The geometry in XYZ format:
```
21
C7H12NP, DFT the ωB97M-V functional and the def2-TZVPD basis
P -1.35151 -1.19912 -1.63213
N -1.59707 1.12114 0.39561
C 1.63258 0.74157 0.52312
C -0.29394 -0.85598 -0.10937
C -1.62099 -0.48976 2.10639
C 1.07452 -0.08067 -0.63809
C -1.14895 0.03506 0.71085
C 0.78322 1.33492 -2.83133
C 0.79248 0.80926 -1.74314
H -0.89661 -2.40564 -1.98884
H -1.23598 1.45374 -0.48790
H 1.12439 1.68070 0.47720
H -1.79412 -1.50933 1.83664
H 2.58959 0.92636 0.23380
H 1.77243 -0.95827 -0.95370
H -0.85336 -0.17711 2.82229
H 0.68739 1.95784 -3.68661
H -2.49144 0.01506 2.29877
H -2.57049 -1.57823 -0.87922
H 0.00906 -1.88447 0.41615
H 1.43063 0.22598 1.49609
```

[3]
The following is a quantum chemistry calculation of the ion C7H12NS with charge +1 at a distorted geometry, from the Open Molecules 2025 dataset.

Values from the calculation:
**E_HOMO (spin up / spin down)**: -13.22 / -13.00 eV
**Charge**: +1
**LUMO (spin up / spin down)**: -7.97 / -8.14 eV
**2S+1**: 1
**Relative energy (zero: lowest compared OMol25 entry of this formula, charge and spin)**: 413.5 kJ/mol
**Frontier orbital gap (spin up / spin down)**: 5.25 / 4.85 eV

The geometry in XYZ format:
```
21
C7H12NS, DFT the ωB97M-V functional and the def2-TZVPD basis
S -2.61890 1.33562 -0.50224
N 1.07952 -0.31626 -0.58106
C -3.64262 -1.18013 -0.21779
C 2.35359 -0.05430 -0.95002
C 0.13122 -0.03025 0.11718
C 3.24621 0.66588 0.03693
C 0.06960 0.94743 1.25249
C -1.15846 -0.86833 -0.07017
C -2.42458 -0.33422 -0.26070
H -3.51163 -2.26640 -0.44913
H 2.29683 0.62099 -1.83732
H -0.35895 1.83274 0.63623
H 1.10881 1.09010 1.73933
H 2.78102 1.59224 0.27821
H 2.86326 -0.91673 -1.43847
H -4.00125 -1.16040 0.74394
H -0.64240 0.63267 2.16015
H 3.60870 0.16170 0.94749
H -1.03897 -1.87230 -0.22891
H -4.38094 -0.82927 -1.03106
H 4.23994 0.94922 -0.34508
```

[4]
The following is a quantum chemistry calculation of a cluster of 2 separate species, C7H12O in total at a distorted geometry, from the Open Molecules 2025 dataset.

Values from the calculation:
**E_HOMO (spin up / spin down)**: -0.47 / -2.91 eV
**Charge**: -1
**LUMO (spin up / spin down)**: 4.06 / 4.04 eV
**2S+1**: 2
**Relative energy (zero: lowest compared OMol25 entry of this formula, charge and spin)**: 29.4 kJ/mol
**Frontier orbital gap (spin up / spin down)**: 4.52 / 6.95 eV

The geometry in XYZ format:
```
20
C7H12O, DFT the ωB97M-V functional and the def2-TZVPD basis
O 0.31889 2.62627 0.29682
C 1.51996 -0.76120 -0.54964
C -1.93581 -0.50916 0.85549
C 2.48475 -0.10720 -1.41984
C 0.19096 -0.47986 -0.40377
C -0.68023 -0.95515 0.65558
C 2.09199 0.77400 -2.38941
C -2.76643 -1.04626 2.02077
H -2.36660 -1.90934 2.54768
H 0.24059 1.70555 -0.04507
H 1.08069 1.09742 -2.59557
H 1.23664 2.84812 0.17307
H -0.36823 0.10621 -1.13108
H 3.51858 -0.24911 -1.13632
H -0.35384 -1.81044 1.24490
H -2.34241 0.38002 0.39466
H -3.73546 -1.37486 1.61694
H 2.79326 1.38636 -2.96105
H 2.01239 -1.49170 0.09443
H -2.93968 -0.22966 2.73139
```

[5]
The following is a quantum chemistry calculation of a cluster of 2 separate species, C7H12O in total, from the Open Molecules 2025 dataset.

Values from the calculation:
**E_HOMO (spin up / spin down)**: -6.16 / -6.43 eV
**LUMO (spin up / spin down)**: 0.78 / 0.81 eV
**2S+1**: 1
**Relative energy (zero: lowest compared OMol25 entry of this formula, charge and spin)**: 563.1 kJ/mol
**Frontier orbital gap (spin up / spin down)**: 6.94 / 7.24 eV

The geometry in XYZ format:
```
20
C7H12O, DFT the ωB97M-V functional and the def2-TZVPD basis
O -1.35654 -0.56255 -1.27088
C -1.20066 -0.14470 1.14728
C -1.21722 1.69264 -0.59226
C 2.06314 0.43513 0.97077
C -0.87128 0.27364 -0.24982
C 1.47592 -0.44100 0.00015
C 1.37671 -1.82154 -0.49100
C 1.52152 0.86115 -0.26714
H -0.87956 1.95356 -1.59806
H 1.79504 0.67278 1.99780
H 1.42818 1.62863 -1.01776
H -2.22152 0.13935 1.44388
H -1.34822 -1.47506 -0.96322
H -1.10698 -1.22718 1.28259
H 2.39211 -2.22863 -0.53599
H -2.30822 1.84012 -0.56780
H -0.77228 2.38963 0.12094
H 0.82049 -2.44806 0.21083
H 0.92427 -1.86938 -1.48006
H -0.51490 0.33146 1.85972
```

[6]
The following is a quantum chemistry calculation of a cluster of 2 separate species, C7H12O in total at a distorted geometry, from the Open Molecules 2025 dataset.

Values from the calculation:
**E_HOMO**: -9.47 eV
**LUMO**: 0.85 eV
**2S+1**: 1
**Relative energy (zero: lowest compared OMol25 entry of this formula, charge and spin)**: 136.0 kJ/mol
**SMILES**: CC(C)=O.CC#CC
**Frontier orbital gap**: 10.32 eV

The geometry in XYZ format:
```
20
C7H12O, DFT the ωB97M-V functional and the def2-TZVPD basis
O 1.51468 0.83940 -1.54599
C 0.40353 1.11950 -1.12683
C -0.37932 -1.14150 1.11615
C -0.85274 0.57757 -1.76884
C 0.20445 2.02830 0.06419
C -1.72169 -0.84197 1.61722
C 0.73665 -1.39065 0.69920
C 2.07865 -1.69047 0.19730
H 2.81188 -1.65779 1.02066
H -0.59909 -0.06606 -2.62792
H -1.48838 1.40557 -2.12517
H 2.10264 -2.69597 -0.25547
H -0.38069 2.91678 -0.22703
H 1.17810 2.36259 0.46026
H -2.41008 -1.67310 1.38926
H 2.37533 -0.95309 -0.56747
H -1.69864 -0.69389 2.70999
H -2.11059 0.07629 1.14588
H -1.42733 -0.01860 -1.04012
H -0.33737 1.49710 0.86474
```

[7]
The following is a quantum chemistry calculation of a cluster of 2 separate species, C7H12O in total at a distorted geometry, from the Open Molecules 2025 dataset.

Values from the calculation:
**E_HOMO**: -8.61 eV
**LUMO**: 0.79 eV
**2S+1**: 1
**Relative energy (zero: lowest compared OMol25 entry of this formula, charge and spin)**: 264.1 kJ/mol
**SMILES**: C=CC(C=C)=CC.O
**Frontier orbital gap**: 9.41 eV

The geometry in XYZ format:
```
20
C7H12O, DFT the ωB97M-V functional and the def2-TZVPD basis
O -0.71653 -3.76236 -1.69088
C 1.17792 1.57644 0.02032
C 0.53763 0.29048 0.44928
C -0.67752 1.31415 2.33497
C 0.15313 -1.14524 -1.53987
C 0.43224 2.57480 -0.43390
C 0.97235 -0.67849 -0.58167
C -0.34618 0.13343 1.44202
H -1.35636 -4.00759 -2.35004
H -1.02237 -4.17557 -0.89246
H 1.99058 -0.96257 -0.81087
H -1.52491 1.08968 2.98115
H 0.33212 -1.77063 -2.40370
H -0.87576 2.24790 1.81269
H -0.77671 -0.80264 1.74902
H 0.78036 3.45532 -0.98238
H -0.64254 2.65845 -0.40197
H 0.23131 1.66311 2.86678
H -0.91892 -1.23433 -1.42147
H 2.25016 1.53565 -0.14702
```

[8]
The following is a quantum chemistry calculation of the molecule C7H12O2 at a distorted geometry, from the Open Molecules 2025 dataset.

Values from the calculation:
**E_HOMO**: -9.53 eV
**LUMO**: 0.59 eV
**2S+1**: 1
**Relative energy (zero: lowest compared OMol25 entry of this formula, charge and spin)**: 593.6 kJ/mol
**SMILES**: C[C@]1([C@]2(C)C[C@H]2O)CO1
**Frontier orbital gap**: 10.12 eV

The geometry in XYZ format:
```
21
C7H12O2, DFT the ωB97M-V functional and the def2-TZVPD basis
O 2.75044 0.55978 -0.43592
O -1.36387 0.97475 -1.00535
C 0.38739 -1.13997 -1.20798
C 1.59217 0.73326 0.28488
C -1.04424 0.23041 0.14693
C 0.40014 -0.14884 0.03864
C -1.25791 1.65451 0.22654
C 1.51711 -0.44343 1.10311
C -2.09641 -0.89788 0.41505
H -0.03561 -0.74336 -2.09375
H 1.49344 1.64639 0.64138
H -2.34817 1.89449 0.43857
H 2.69866 1.52692 -1.10646
H -3.17928 -0.65416 0.91233
H 1.39872 -1.32682 -1.43456
H 0.15988 -2.17397 -0.71960
H -1.65352 -1.61126 1.19872
H 1.31838 -0.26646 2.30899
H -2.11825 -1.44121 -0.56031
H -0.93057 2.79686 0.09226
H 2.31151 -1.17001 0.75654
```

What did the eighth record say?
The following is a quantum chemistry calculation of the molecule C7H12O2 at a distorted geometry, from the Open Molecules 2025 dataset.

Values from the calculation:
**E_HOMO**: -9.53 eV
**LUMO**: 0.59 eV
**2S+1**: 1
**Relative energy (zero: lowest compared OMol25 entry of this formula, charge and spin)**: 593.6 kJ/mol
**SMILES**: C[C@]1([C@]2(C)C[C@H]2O)CO1
**Frontier orbital gap**: 10.12 eV

The geometry in XYZ format:
```
21
C7H12O2, DFT the ωB97M-V functional and the def2-TZVPD basis
O 2.75044 0.55978 -0.43592
O -1.36387 0.97475 -1.00535
C 0.38739 -1.13997 -1.20798
C 1.59217 0.73326 0.28488
C -1.04424 0.23041 0.14693
C 0.40014 -0.14884 0.03864
C -1.25791 1.65451 0.22654
C 1.51711 -0.44343 1.10311
C -2.09641 -0.89788 0.41505
H -0.03561 -0.74336 -2.09375
H 1.49344 1.64639 0.64138
H -2.34817 1.89449 0.43857
H 2.69866 1.52692 -1.10646
H -3.17928 -0.65416 0.91233
H 1.39872 -1.32682 -1.43456
H 0.15988 -2.17397 -0.71960
H -1.65352 -1.61126 1.19872
H 1.31838 -0.26646 2.30899
H -2.11825 -1.44121 -0.56031
H -0.93057 2.79686 0.09226
H 2.31151 -1.17001 0.75654
```